1.
{"formula": "C4H5FS2", "method": "ωB97M-V/def2-TZVPD", "homo_ev": -8.67, "relative_energy_kcal_mol": 47.33, "energy_ev": -28613.89593, "fmax_ev_per_a": 4.19, "species": ["C", "C", "C", "C", "H", "H", "H", "H", "H", "F", "S", "S"], "coordinates": [[0.351541, -0.125283, 1.952203], [0.730718, 0.851582, -0.582289], [-0.575110, -0.045484, -0.708847], [-0.870173, -0.727874, -1.777522], [-0.778507, 0.216438, 2.046052], [0.996399, 0.113170, 2.853793], [0.568927, -1.132035, 1.473156], [-0.142285, -0.516199, -2.793821], [-1.831780, -1.213636, -1.676020], [-1.452714, 0.130426, 0.309294], [1.491739, 1.011433, 0.843079], [1.511247, 1.437464, -1.939077]], "atomic_forces_ev_per_a": [[1.3, 1.4, 0.4], [-1.4, -1.3, -3.5], [2.2, 2.9, 0.3], [1.5, 0.6, -2.8], [3.2, -0.8, 0.1], [-1.3, -1.1, -0.5], [-0.7, 1.1, 1.1], [-2.4, -1.2, 3.3], [0.0, -0.4, -0.9], [-0.4, -0.4, -1.0], [-1.1, -0.6, 2.9], [-0.8, -0.2, 0.7]]}

=====

2.
{"formula": "C4H5HgO", "method": "ωB97M-V/def2-TZVPD", "homo_ev": [-14.14, -13.06], "total_charge": 1, "energy_ev": -10438.12891, "fmax_ev_per_a": 11.54, "species": ["H", "C", "C", "C", "C", "O", "Hg", "H", "H", "H", "H"], "coordinates": [[-2.202266, -0.781919, 0.715999], [1.934573, 0.720467, 0.325001], [0.960123, -0.184428, 0.140958], [-0.380341, -0.106782, 0.709935], [-1.521193, -0.244786, -0.025913], [-1.569852, -0.674185, -1.265892], [-2.578516, -0.205624, -2.612649], [1.788774, 1.589334, 0.973227], [1.149466, -1.025480, -0.534555], [2.915303, 0.598915, -0.138304], [-0.496071, 0.314486, 1.712192]], "atomic_forces_ev_per_a": [[-0.8, 1.5, -1.2], [0.1, 0.1, 0.8], [-0.3, -0.6, -0.3], [2.7, 2.6, -0.6], [-1.3, -4.4, 0.9], [6.6, -2.0, 9.2], [-6.4, 3.0, -8.5], [0.1, -0.3, -0.2], [-0.2, 0.3, 0.1], [-0.4, 0.1, 0.0], [-0.1, -0.4, -0.1]]}

=====

3.
{"formula": "C4H5I", "method": "ωB97M-V/def2-TZVPD", "homo_ev": -9.20, "relative_energy_kcal_mol": 37.27, "energy_ev": -12326.45303, "fmax_ev_per_a": 4.52, "species": ["C", "C", "C", "C", "I", "H", "H", "H", "H", "H"], "coordinates": [[0.298536, 0.081658, 1.191529], [0.377877, 1.041985, 0.237540], [-0.238029, -0.941379, 0.226912], [-0.060771, 0.179627, -0.856968], [-1.772345, 0.687554, -1.968863], [0.725807, -0.191586, 2.127433], [0.678201, 2.013420, 0.054007], [0.423717, -1.813708, 0.371872], [-1.333028, -1.234058, 0.476928], [0.900034, 0.176488, -1.860389]], "atomic_forces_ev_per_a": [[0.2, 0.8, -1.9], [-0.4, -1.4, 1.0], [-1.1, -1.0, 1.3], [2.7, -1.0, -3.0], [-0.6, 0.2, -0.2], [0.0, 0.7, 0.9], [0.8, 2.0, 0.5], [-0.4, 0.0, -1.2], [1.8, 0.4, -0.8], [-2.9, -0.6, 3.4]]}

=====

4.
{"formula": "C4H5IN2O", "method": "ωB97M-V/def2-TZVPD", "homo_ev": -8.90, "relative_energy_kcal_mol": 84.73, "smiles": "C[C@]12N=CON1[C@H]2I", "energy_ev": -17352.98410, "fmax_ev_per_a": 3.93, "species": ["C", "C", "C", "C", "N", "N", "O", "I", "H", "H", "H", "H", "H"], "coordinates": [[1.678713, 0.501692, -0.570675], [0.808916, -2.018945, -1.153795], [0.278942, -0.206960, -0.287575], [-0.698393, 0.404876, 0.635719], [1.625390, -0.649458, 0.290908], [-0.125059, -1.151053, -1.201409], [1.886845, -1.831540, -0.387740], [3.070906, 0.871659, -2.516469], [1.617245, 1.418403, -0.091762], [0.758999, -2.919623, -1.781656], [-0.327175, 1.234014, 1.284548], [-1.409150, -0.327681, 1.103786], [-1.262040, 1.004923, -0.120276]], "atomic_forces_ev_per_a": [[-1.7, -0.9, -2.2], [-1.3, -1.2, -2.3], [3.4, 1.8, 0.4], [-1.5, 1.7, -1.0], [0.5, 1.1, 1.5], [0.4, -1.8, 0.0], [-0.1, -0.9, -0.4], [-1.9, -0.8, 2.2], [1.0, 1.6, 1.0], [0.5, 0.4, 0.4], [0.1, -1.3, -0.1], [0.9, 0.7, -0.2], [-0.5, -0.4, 0.7]]}

=====

5.
{"formula": "C4H5IN2O2", "method": "ωB97M-V/def2-TZVPD", "homo_ev": -9.43, "relative_energy_kcal_mol": 61.71, "smiles": "C[C@@]12NC(=O)N[C@]1(I)O2", "energy_ev": -19402.79181, "fmax_ev_per_a": 4.44, "species": ["C", "C", "C", "C", "N", "N", "O", "O", "I", "H", "H", "H", "H", "H"], "coordinates": [[-0.155556, 0.390687, 1.171118], [0.167682, 2.304422, -0.195471], [-1.488500, 0.968329, 0.535556], [0.147465, -1.161583, 1.108765], [0.756107, 1.315282, 0.535093], [-1.164947, 2.051904, -0.235386], [-1.202073, 0.931964, 1.856059], [0.774683, 3.075833, -0.896647], [-3.355132, -0.010651, -0.419744], [-0.006577, -1.814719, 2.013861], [0.995497, -1.268593, 0.406985], [-0.826155, -1.538693, 0.571033], [1.709566, 1.634853, 0.871246], [-1.820614, 2.592339, -0.702823]], "atomic_forces_ev_per_a": [[-0.3, -1.5, -4.2], [0.6, -0.4, -2.1], [0.0, -3.0, -0.8], [-3.2, 0.5, -0.8], [2.5, 0.0, 2.4], [0.2, 0.1, 1.0], [-1.8, 1.4, 3.3], [0.1, 1.1, 0.4], [1.7, 0.6, 1.2], [1.3, 1.2, -0.4], [-0.3, -0.5, 0.9], [1.9, 0.5, 0.4], [-1.6, -1.2, -0.4], [-1.0, 1.1, -1.0]]}

=====

6.
{"formula": "C4H5INO2", "method": "ωB97M-V/def2-TZVPD", "homo_ev": -3.38, "relative_energy_kcal_mol": 23.33, "total_charge": -1, "energy_ev": -17915.09884, "fmax_ev_per_a": 4.14, "species": ["C", "C", "C", "C", "N", "O", "O", "I", "H", "H", "H", "H", "H"], "coordinates": [[0.552462, -0.239261, -0.494183], [1.573509, 2.431606, 0.094147], [-0.884579, -0.046625, -0.007789], [1.519867, 0.102055, 0.413872], [0.582972, -0.599528, -1.721602], [2.429616, 2.700670, -0.694494], [0.683720, 2.811686, 0.755165], [3.612028, -0.304010, 0.009494], [-0.660479, -0.216197, 1.066618], [-1.518272, -0.821016, -0.551370], [-1.120062, 0.960429, -0.248823], [1.408202, 0.152776, 1.523799], [1.649955, -0.563271, -2.045059]], "atomic_forces_ev_per_a": [[-2.1, -0.4, -1.3], [1.1, 0.5, -1.7], [1.4, -2.0, 0.6], [2.7, 1.7, 2.2], [3.6, 0.0, -2.1], [-0.4, -1.0, 0.7], [-1.1, -0.1, 1.2], [-0.7, -0.2, 0.1], [-1.7, 0.2, -0.2], [0.7, 1.1, 1.1], [-0.7, 0.8, 0.1], [-0.2, -0.3, -1.3], [-2.6, -0.4, 0.7]]}

=====

7.
{"formula": "C4H5INS", "method": "ωB97M-V/def2-TZVPD", "homo_ev": [-12.38, -13.05], "relative_energy_kcal_mol": 37.34, "spin_multiplicity": 3, "total_charge": 1, "s_squared": 2.0564, "energy_ev": -24641.83856, "fmax_ev_per_a": 5.17, "species": ["C", "C", "C", "C", "N", "S", "I", "H", "H", "H", "H", "H"], "coordinates": [[-0.518806, -0.673302, -0.993569], [-0.286543, -2.033631, -0.473994], [0.905459, -0.682203, 1.577514], [-0.111007, 1.738406, -0.197742], [-0.171599, 0.373229, -0.494065], [0.440094, -2.188757, 1.115037], [1.749482, 0.641640, 2.868427], [-1.080342, -0.662093, -2.032096], [-0.526290, -2.972245, -1.042432], [0.301009, 1.897088, 0.808771], [0.421131, 2.451703, -0.894176], [-1.122587, 2.110164, -0.241676]], "atomic_forces_ev_per_a": [[-2.1, -2.2, -4.2], [0.3, 0.6, 0.3], [-0.4, -0.2, -0.7], [0.1, 1.5, -0.6], [2.0, 1.1, 2.8], [0.4, 0.9, 0.3], [-0.6, -1.3, -0.7], [0.8, -0.3, 1.7], [0.2, 1.1, 0.8], [-0.2, 0.0, -0.3], [-0.2, -1.4, 0.3], [-0.6, 0.3, 0.3]]}

=====

8.
{"formula": "C4H5IO2", "method": "ωB97M-V/def2-TZVPD", "homo_ev": -9.75, "relative_energy_kcal_mol": 14.62, "smiles": "C[C@H]1OC(=O)[C@@H]1I", "energy_ev": -16423.45405, "fmax_ev_per_a": 2.98, "species": ["C", "C", "C", "C", "O", "O", "I", "H", "H", "H", "H", "H"], "coordinates": [[-1.503016, -0.501459, 2.198943], [-1.596298, 0.408521, 0.904592], [-0.639760, -0.602667, 0.286469], [0.610055, -0.070769, -0.454685], [-2.004585, -0.610630, 3.282599], [-0.548753, -1.233350, 1.617625], [-3.605956, 0.477704, 0.227724], [-1.100408, 1.419351, 1.171708], [-1.157226, -1.279941, -0.370267], [0.518406, 1.012926, -0.975713], [0.862891, -0.848320, -1.111470], [1.484285, 0.148501, 0.192437]], "atomic_forces_ev_per_a": [[-0.8, 1.2, -0.3], [0.0, 1.2, 2.1], [-0.4, 1.5, 0.1], [0.1, 2.7, 1.2], [0.7, 0.1, -1.4], [1.8, -1.4, -0.3], [0.3, 0.3, -0.2], [-1.1, -1.4, -0.9], [-0.2, -0.4, -0.1], [-0.5, -2.8, 0.9], [0.8, -0.6, -1.3], [-0.6, -0.6, 0.1]]}

=====

9.
{"formula": "C4H5ISi", "method": "ωB97M-V/def2-TZVPD", "homo_ev": -8.97, "relative_energy_kcal_mol": 14.48, "smiles": "I[SiH]1C=CC=C1", "energy_ev": -20205.75838, "fmax_ev_per_a": 4.62, "species": ["C", "C", "C", "C", "Si", "I", "H", "H", "H", "H", "H"], "coordinates": [[0.767877, 0.938714, -0.806936], [1.161477, -0.408689, -0.402421], [-0.465378, 1.285089, -0.569686], [0.400434, -1.246182, 0.344335], [-1.260265, -0.383766, 0.674436], [-1.937986, 0.015590, 2.945007], [1.474006, 1.473544, -1.294196], [2.104853, -0.627514, -0.597501], [-0.928167, 2.165714, -0.900497], [0.852037, -2.134824, 0.704299], [-2.168887, -1.077676, -0.096841]], "atomic_forces_ev_per_a": [[-1.4, -2.4, 1.0], [-3.3, 0.1, 2.1], [-2.1, -2.2, 2.5], [-0.3, 2.2, -0.3], [3.5, 2.3, -1.8], [0.0, 0.1, 0.0], [2.0, 1.9, -1.7], [4.2, -1.4, -1.1], [-0.6, 1.1, -0.2], [0.0, -0.8, 0.3], [-2.0, -0.9, -0.8]]}

=====

10.
{"formula": "C4H5InO2", "method": "ωB97M-V/def2-TZVPD", "homo_ev": -7.72, "relative_energy_kcal_mol": 0.70, "energy_ev": -13492.87323, "fmax_ev_per_a": 4.91, "species": ["O", "C", "H", "H", "C", "C", "C", "O", "In", "H", "H", "H"], "coordinates": [[2.359239, -0.677315, -0.126787], [1.104313, -0.852674, 0.493193], [1.116277, -0.516007, 1.554978], [0.751109, -1.886602, 0.283222], [0.255186, 0.164680, -0.301720], [-1.093029, 0.307357, 0.377003], [-2.255441, 0.086470, -0.199217], [-3.288776, 0.003172, -0.750340], [0.359616, 2.771235, -0.561928], [0.062170, -0.220170, -1.319144], [-1.161070, 0.637839, 1.420639], [1.790408, 0.182013, -0.869902]], "atomic_forces_ev_per_a": [[-1.3, 2.9, -2.9], [-0.1, 1.1, -1.1], [-0.1, -0.8, -0.4], [0.0, 0.5, 0.8], [-1.7, -0.4, 0.6], [-0.2, 0.9, 0.1], [-1.1, 0.6, -0.7], [1.1, -0.3, 0.6], [0.0, -1.3, 0.2], [0.1, -0.2, 0.2], [0.0, -0.3, -0.3], [3.3, -2.6, 2.6]]}